Record 1
Entry from the Open Molecules 2025 dataset: an isolated molecule of C5H3NO in a non-equilibrium geometry (wB97M-V/def2-TZVPD).

Geometry as XYZ:
```
10
C5H3NO | the Open Molecules 2025 dataset | wB97M-V/def2-TZVPD
C -1.83 0.91 0.82
C -0.77 0.53 0.38
C 0.66 0.53 0.07
C 1.23 -0.79 -0.36
O 2.36 -1.15 -0.19
C 0.13 -1.61 -0.96
N -0.95 -1.88 -1.28
H -2.74 1.27 1.23
H 0.77 1.31 -0.70
H 1.16 0.88 0.98
```

Lowest unoccupied orbital energy   -0.51 eV
Kohn-Sham gap   0.372 Eh
Largest force on an atom   1.75 eV/Å
Relative energy (zero: lowest compared OMol25 entry of this formula, charge and spin)   50.92 kcal/mol
SMILES   C#CCC(=O)C#N



Record 2
Entry from the Open Molecules 2025 dataset: a structure of composition C20H19IrN5O4S2 (wB97M-V/def2-TZVPD).

Geometry as XYZ:
```
51
C20H19IrN5O4S2 | the Open Molecules 2025 dataset | wB97M-V/def2-TZVPD
Ir 0.43 -0.31 1.11
N -1.07 1.21 1.77
C -2.18 0.55 2.44
C -3.19 1.24 3.06
C -4.24 0.55 3.69
C -4.28 -0.81 3.69
C -3.26 -1.55 3.04
C -3.24 -2.97 3.00
C -2.22 -3.62 2.37
C -1.21 -2.87 1.75
N -1.20 -1.55 1.78
C -2.21 -0.87 2.41
H -1.39 1.75 0.96
H -0.59 1.88 2.38
H -3.17 2.32 3.08
H -5.02 1.12 4.18
H -5.09 -1.34 4.17
H -4.04 -3.52 3.48
H -2.18 -4.70 2.32
H -0.39 -3.34 1.23
C 3.65 -3.00 1.68
O 2.38 -2.25 1.57
C 2.41 -0.96 1.83
O 3.29 -0.28 2.24
H 3.40 -3.93 2.18
H 4.36 -2.42 2.26
H 4.01 -3.18 0.67
N -0.98 1.78 -6.77
C -0.46 1.35 -5.61
C -1.28 0.71 -4.64
C -0.74 0.27 -3.46
C 0.62 0.45 -3.20
C 1.45 1.08 -4.15
C 0.91 1.52 -5.33
S 1.31 -0.10 -1.75
O 2.71 -0.39 -1.88
O 0.42 -1.09 -1.11
N 1.15 1.07 -0.54
C 2.13 1.79 -0.04
S 3.69 2.17 -0.74
C 4.10 2.98 0.68
C 3.06 2.90 1.62
N 1.98 2.27 1.23
H -1.95 1.62 -6.99
H -0.40 2.20 -7.47
H -2.33 0.56 -4.85
H -1.37 -0.23 -2.74
H 2.51 1.18 -3.97
H 1.55 2.00 -6.07
H 5.06 3.45 0.81
H 3.13 3.32 2.62
```

Lowest unoccupied orbital energy (alpha / beta)   -5.91 / -8.45 eV
Net charge   +2
Spin multiplicity   6
Kohn-Sham gap (alpha / beta)   0.270 / 0.184 Eh
Largest force on an atom   0.52 eV/Å
Relative energy (zero: lowest compared OMol25 entry of this formula, charge and spin)   0.00 kcal/mol



Record 3
Entry from the Open Molecules 2025 dataset: the ion C6H14F2N4O2 with charge +2 in a non-equilibrium geometry (wB97M-V/def2-TZVPD).

Geometry as XYZ:
```
28
C6H14F2N4O2 | the Open Molecules 2025 dataset | wB97M-V/def2-TZVPD
C -1.95 -2.26 -0.08
N -1.17 -1.26 -0.80
N 0.18 -1.45 -0.37
C 0.81 0.12 0.10
N 1.44 -0.06 1.39
N 2.74 -0.55 1.48
O 1.79 0.21 -0.93
C 2.56 1.36 -1.11
F 3.54 1.25 -0.20
C -0.49 0.92 0.03
C -1.49 0.23 -0.47
O -2.79 0.44 -0.54
C -3.22 1.70 0.02
F -2.81 1.71 1.27
H -1.61 -3.26 -0.30
H -1.76 -2.27 0.92
H -2.94 -2.33 -0.53
H -1.22 -1.31 -1.88
H 0.75 -1.77 -1.05
H 1.03 0.56 2.06
H 2.78 -1.55 1.56
H 3.27 -0.11 2.32
H 3.37 -0.23 0.61
H 1.89 2.18 -1.02
H 2.90 1.34 -2.06
H -0.24 1.99 0.11
H -4.36 1.73 0.07
H -2.98 2.68 -0.61
```

Lowest unoccupied orbital energy   -6.56 eV
Net charge   +2
Kohn-Sham gap   0.411 Eh
Largest force on an atom   5.78 eV/Å
Relative energy (zero: lowest compared OMol25 entry of this formula, charge and spin)   12.13 kcal/mol
SMILES   C[N@@H+]1N[C@@](N[NH3+])(OCF)C=C1OCF



Record 4
Entry from the Open Molecules 2025 dataset: a cluster of 4 separate species, C3H14NO3S in total in a non-equilibrium geometry (wB97M-V/def2-TZVPD).

Geometry as XYZ:
```
22
C3H14NO3S | the Open Molecules 2025 dataset | wB97M-V/def2-TZVPD
C -0.38 0.49 2.44
C 0.96 0.70 1.65
S 0.59 1.86 0.37
C -0.94 -0.83 1.90
N -2.32 -0.80 1.12
H -1.10 1.24 2.50
H 0.06 0.28 3.49
H 1.54 -0.23 1.67
H 1.64 1.47 2.18
H -1.03 -1.68 2.61
H -0.15 -1.19 0.95
H -3.24 -0.64 1.60
H -2.13 0.03 0.52
H 0.36 0.76 -3.24
H -0.72 0.60 -2.18
O -0.50 0.39 -3.12
H 1.84 0.37 -1.79
H 2.79 -0.42 -1.96
O 2.11 -0.11 -2.49
H -0.37 -3.12 -1.95
H -1.03 -2.40 -0.75
O -0.31 -2.96 -1.06
```

Lowest unoccupied orbital energy   3.71 eV
Net charge   -1
Kohn-Sham gap   0.244 Eh
Largest force on an atom   5.73 eV/Å
Relative energy (zero: lowest compared OMol25 entry of this formula, charge and spin)   82.57 kcal/mol